1.
The following is a DFT calculation (the ωB97M-V functional and the def2-TZVPD basis) of 7 unconnected molecules or ions with the total composition C13H21Cl18NO3PS.

DFT total energy, a.u.: -9811.1613
Total charge: +1
Gap between HOMO and LUMO, eV: 9.407

Each line ends with the natural charge from an NBO analysis.
Geometry (Å):
H 3.805 0.597 1.396  0.433
C 4.831 -1.670 0.556  -0.478
C 5.706 -1.563 1.788  -0.194
Cl -1.404 -1.648 7.201  0.022
H 0.056 0.461 0.793  0.249
Cl 2.236 1.508 -3.289  0.002
O 1.400 -0.412 -0.400  -0.497
H 3.347 0.027 -0.840  0.189
H 4.820 -2.704 0.193  0.258
S 0.854 -2.591 3.106  -0.614
H 6.660 -1.056 1.660  0.231
N 3.244 -0.164 1.786  -0.514
H 0.088 -3.709 0.483  0.533
Cl -6.926 0.492 3.688  0.015
Cl -1.896 -4.422 6.496  0.035
H -5.276 -0.206 5.187  0.226
C -4.051 4.258 -4.873  -0.285
Cl -4.795 4.831 -6.359  0.041
C 3.361 -1.300 0.827  -0.081
H -4.015 -0.199 -0.798  0.234
Cl -0.466 4.153 -6.572  0.016
H -4.837 4.049 -4.160  0.225
Cl -3.671 -2.341 5.516  0.000
C -2.011 -2.750 5.966  -0.286
C -0.946 3.115 -7.915  -0.291
Cl -4.514 1.494 -2.319  0.055
Cl -2.080 -0.090 -2.108  0.001
H 1.831 1.416 1.855  0.237
O 0.039 -2.772 0.235  -0.974
H 3.644 -0.385 2.702  0.467
Cl 0.487 2.410 -8.669  0.016
C 0.872 -0.261 0.890  -0.257
O -1.449 -1.431 1.826  -0.971
Cl 2.151 -1.295 -4.055  0.005
Cl 0.904 0.720 -5.745  0.054
C 2.754 -0.823 -0.477  -0.095
H -1.817 -0.761 1.226  0.515
C -5.922 0.659 5.130  -0.288
H 5.051 -3.106 3.135  0.226
C 5.415 -2.092 2.987  -0.414
C -3.451 0.615 -1.236  -0.288
H 2.895 -2.198 1.225  0.262
H 2.876 -1.605 -1.227  0.237
H 1.483 0.096 2.938  0.268
Cl -4.890 2.088 5.015  0.009
Cl -2.998 5.487 -4.175  0.025
C 1.823 0.330 1.932  -0.261
H -1.540 2.301 -7.519  0.226
H 0.364 0.129 -3.560  0.225
H -1.402 -2.627 5.082  0.229
C 1.292 0.250 -4.104  -0.285
H 5.243 -1.058 -0.248  0.232
Cl -3.163 2.754 -5.154  -0.004
Cl -6.906 0.706 6.586  0.037
P 0.064 -1.835 1.519  1.784
Cl -2.880 1.658 0.072  0.006
H 5.632 -1.523 3.886  0.214
Cl -1.926 3.994 -9.078  0.038


2.
The following is a DFT calculation (the ωB97M-V functional and the def2-TZVPD basis) of a molecular structure, C13H21Cl2OPSSr.

DFT total energy, a.u.: -2273.8825
Energy relative to the best compared isomer or geometry (same formula, charge and spin), kJ/mol: 83.1
Total charge: 0
Gap between HOMO and LUMO, eV: 6.324

Each line ends with the natural charge from an NBO analysis.
Geometry (Å):
H 0.258 2.229 4.782  0.257
H -0.995 -6.215 1.432  0.227
C -2.411 -4.687 0.889  -0.226
Sr 0.774 0.534 -0.621  1.711
H -2.234 2.063 -5.279  0.189
C -0.026 -4.428 0.811  -0.054
H -1.962 3.550 -3.282  0.200
H 0.167 -0.212 -3.409  0.191
C -1.052 1.564 -3.497  -0.231
C -1.074 2.996 -2.965  -0.595
H 1.057 1.263 -3.701  0.176
H -3.523 -2.957 0.256  0.226
H -1.052 3.023 -1.869  0.172
C 2.563 0.243 2.500  -1.052
C -1.287 1.583 -5.010  -0.606
Cl -1.724 -1.023 -0.451  -0.049
C -0.104 -3.100 0.343  -0.182
H -1.292 0.568 -5.410  0.206
Cl 1.526 -5.161 1.071  0.008
H -0.195 3.541 -3.324  0.194
H 0.635 0.500 4.868  0.264
C 0.238 0.841 -3.093  -1.103
O 0.002 1.177 1.956  -1.144
C -1.415 -2.640 0.165  -0.051
P 1.246 1.434 2.766  1.929
C -2.547 -3.392 0.426  -0.219
H 2.904 3.179 2.931  0.248
H 1.277 3.820 2.549  0.259
H -0.479 2.127 -5.508  0.192
H 3.201 0.540 1.666  0.233
H 2.255 3.053 1.297  0.232
C 1.991 3.019 2.356  -1.013
H -1.907 1.036 -3.048  0.174
H 1.937 1.700 5.062  0.247
C 1.006 1.474 4.544  -1.012
H 3.192 0.185 3.389  0.256
C -1.139 -5.204 1.078  -0.219
S 1.336 -2.199 -0.032  -0.554
H 2.136 -0.736 2.267  0.301
H -3.285 -5.290 1.092  0.219


3.
The following is a DFT calculation (the ωB97M-V functional and the def2-TZVPD basis) of a molecular structure, C13H21ClCoIN4O.

DFT total energy, a.u.: -2942.5969
Expectation value of S²: 6.036
2S+1: 5
Total charge: -2
Gap between HOMO and LUMO (spin up / spin down), eV: 1.233 / 7.153

Each line ends with the Löwdin spin population.
Geometry (Å):
N -2.465 -0.796 1.030  0.029
C 3.322 0.079 -1.342  0.011
Cl 0.660 3.222 -1.202  0.042
C 1.005 1.446 2.812  0.185
H -4.377 -1.635 1.497  0.024
H -3.652 -0.005 -2.847  0.002
H 0.386 -2.660 -2.697  0.003
H -2.106 -0.869 -3.049  0.001
H -0.860 -1.217 2.369  0.027
N -2.745 -0.485 -1.056  0.006
H 3.718 1.848 2.880  0.026
C 3.939 1.046 0.810  0.016
O 0.458 -0.128 -2.973  0.000
H -0.789 2.686 0.601  0.028
C -0.623 2.289 -0.410  0.045
C -3.726 -1.244 0.749  0.062
H -2.525 -1.426 3.014  0.049
H 4.995 1.100 0.536  0.002
C 1.729 0.631 0.558  0.056
C 0.601 -2.658 -1.550  0.068
H -4.751 -1.258 -1.194  0.003
H 0.067 0.912 2.614  0.026
H -2.114 0.873 -2.571  0.002
H -1.851 0.217 2.807  0.081
C -2.633 -0.107 -2.441  0.009
H 4.390 0.334 -1.485  0.000
H 3.219 -1.011 -1.389  0.003
H 2.749 0.543 -2.139  0.002
N 2.979 0.591 -0.036  0.017
H 0.791 2.522 2.860  0.052
H 1.694 -2.218 -1.302  0.004
C 3.319 1.421 1.974  0.054
I 0.981 -4.422 -0.817  0.967
H 1.399 1.116 3.784  0.076
N 1.991 1.157 1.797  0.038
H -1.522 2.296 -1.043  0.007
C -1.805 -0.333 -0.076  0.050
C 0.303 0.053 -1.863  0.036
H -0.322 -2.472 -0.887  0.010
Co -0.043 0.425 -0.134  1.686
C -1.888 -0.806 2.379  0.174
C -3.897 -1.057 -0.566  0.020


4.
The following is a DFT calculation (the ωB97M-V functional and the def2-TZVPD basis) of a molecular structure, C13H21CoO4P.

DFT total energy, a.u.: -2532.2480
Expectation value of S²: 3.773
2S+1: 4
Total charge: +2
Gap between HOMO and LUMO (spin up / spin down), eV: 7.845 / 5.427

Each line ends with the Löwdin spin population.
Geometry (Å):
H 3.620 3.495 0.330  0.000
H 1.146 0.979 -2.197  0.004
C -1.245 0.085 -1.114  0.089
H 1.735 -1.064 3.049  0.002
H 1.423 2.789 -0.526  0.000
P 1.796 0.925 0.907  0.288
C 3.586 2.798 -0.509  0.028
H 2.822 0.425 -2.099  0.001
H 1.383 1.105 4.015  0.000
H 3.818 1.624 3.330  0.000
C 2.256 2.045 -0.608  0.065
C 0.488 -1.247 -0.611  0.094
H 3.485 3.386 3.277  0.003
H 1.661 3.096 1.716  0.000
C 2.042 2.192 2.202  0.028
Co -0.182 0.051 0.405  1.858
C -1.126 1.552 0.765  0.118
O -1.738 0.078 -2.172  0.033
C 2.178 1.331 -1.989  0.005
H 3.240 -0.082 3.505  0.000
C 3.058 -0.466 1.386  0.075
H 5.132 -1.054 1.257  0.011
O -1.718 2.526 0.508  0.043
O 0.809 -1.898 -1.513  0.032
H 3.693 3.361 -1.449  0.008
C 1.129 1.988 3.417  0.010
H 3.358 -1.840 3.029  0.002
O -0.908 -1.836 2.498  0.063
H 1.272 2.815 4.128  0.001
H 4.480 2.174 -0.401  0.000
H 4.168 2.623 1.856  0.000
H 2.464 2.130 -2.715  0.000
H 2.719 -1.260 0.712  0.000
H 4.732 0.145 -0.004  0.001
C -0.657 -1.026 1.695  0.081
C 3.474 2.451 2.685  0.018
H 4.924 0.599 1.730  0.000
H 0.047 1.975 3.214  0.001
C 4.524 -0.158 1.044  0.035
C 2.819 -0.884 2.850  0.003


5.
The following is a DFT calculation (the ωB97M-V functional and the def2-TZVPD basis) of 7 unconnected molecules or ions with the total composition C13H21F3N4O17.

DFT total energy, a.u.: -2305.2697
Energy relative to the best compared isomer or geometry (same formula, charge and spin), kJ/mol: 32.1
Expectation value of S²: 0.754
2S+1: 2
Total charge: -1
Gap between HOMO and LUMO (spin up / spin down), eV: 1.437 / 4.872

Each line ends with the Löwdin spin population.
Geometry (Å):
O 10.879 33.090 4.562  0.002
F 18.003 30.487 -1.525  0.000
O 8.434 28.223 2.788  0.001
C 17.149 29.969 -0.681  0.001
H 9.459 30.690 4.562  0.001
C 16.113 31.016 -0.382  0.002
N 11.839 29.182 -0.540  0.000
H 15.926 27.345 1.300  0.010
C 13.967 26.270 -3.028  0.000
H 13.479 26.218 -5.082  0.000
O 17.757 29.759 0.575  0.003
C 10.924 29.392 0.603  0.002
H 5.190 28.701 5.355  0.000
O 14.883 29.514 -2.752  0.000
H 8.549 31.340 3.259  0.000
H 7.785 26.965 -0.152  0.000
H 7.209 26.638 -1.758  0.000
N 5.904 25.928 -0.122  0.000
O 6.209 28.525 2.389  0.000
O 17.987 31.055 2.427  0.001
O 14.831 25.657 2.797  0.247
H 6.401 27.915 -0.862  0.000
C 17.560 30.865 1.338  0.002
N 14.172 26.534 2.177  0.415
O 5.351 25.065 -0.858  0.000
C 9.094 31.633 4.156  0.001
H 10.521 30.404 0.640  0.000
O 14.730 27.314 -2.401  0.001
O 6.945 28.168 4.414  0.000
H 16.778 28.997 -1.006  0.000
H 10.107 28.675 0.521  0.000
H 8.597 32.216 4.932  0.000
O 12.339 30.163 -1.062  0.001
H 15.949 31.728 -1.190  0.000
H 14.425 28.285 0.962  0.006
N 10.311 32.451 3.700  0.002
C 14.605 28.367 -3.132  0.000
H 15.100 30.670 -0.175  0.001
C 14.261 26.576 -4.412  0.000
H 15.233 26.190 -4.717  0.000
O 5.677 26.044 1.107  0.000
C 14.865 27.292 1.054  0.026
H 4.594 29.514 3.288  0.000
C 6.882 26.942 -0.763  0.000
H 11.494 29.126 1.493  0.002
O 16.686 31.653 0.704  0.001
C 7.264 28.283 3.156  0.000
C 5.573 28.075 4.549  0.000
O 12.032 28.037 -0.956  0.000
O 10.599 32.440 2.467  0.001
H 12.938 26.217 -2.671  0.000
O 14.320 28.009 -4.353  0.000
C 5.047 28.533 3.142  0.000
F 14.430 25.074 -2.844  0.000
O 13.114 27.003 2.592  0.260
H 4.347 27.792 2.756  0.000
H 14.839 26.834 0.065  0.008
F 5.271 26.774 4.719  0.000


6.
The following is a DFT calculation (the ωB97M-V functional and the def2-TZVPD basis) of a molecular structure, C13H21GaNO6.

DFT total energy, a.u.: -2938.9158
Total charge: -1
Gap between HOMO and LUMO, eV: 5.127

Each line ends with the natural charge from an NBO analysis.
Geometry (Å):
H -3.124 3.833 0.154  0.187
H -3.930 -1.987 -0.898  0.209
C 3.506 -1.419 4.893  0.478
H -4.312 2.694 -1.422  0.192
H -2.622 1.256 -2.215  0.163
Ga 0.122 0.512 -1.811  0.917
H -0.323 -3.111 -0.868  0.167
C 3.276 -1.607 2.054  0.467
H 0.002 1.204 -0.371  -0.333
C 4.360 -0.807 2.716  0.335
O 1.603 -2.857 5.071  -0.635
H -2.232 4.750 -1.009  0.195
C -2.701 2.197 -2.761  -0.039
H 0.395 2.232 -3.709  0.177
H 5.240 -0.150 4.536  0.236
C 0.167 -2.193 -1.170  -0.409
H 1.902 -2.618 5.969  0.502
C -0.483 1.697 -3.372  -0.519
H -3.093 -2.103 -2.438  0.217
C -3.245 -1.491 -1.567  -0.711
H 0.920 -2.377 -1.923  0.194
H -1.705 3.137 -0.574  0.240
C 2.326 -2.318 2.904  -0.364
H -3.693 -0.560 -1.895  0.221
C -2.566 3.753 -0.771  -0.611
H -3.792 3.990 -2.508  0.184
C 2.433 -2.233 4.234  0.301
O -1.465 2.719 -3.089  -0.573
H -0.791 1.098 -4.231  0.153
O 3.244 -1.627 0.842  -0.497
H 4.878 -0.411 0.983  0.513
O -1.885 -1.130 0.307  -0.622
O 3.530 -1.380 6.113  -0.562
C -3.461 3.184 -1.871  -0.412
C -1.923 -1.247 -0.889  0.704
H 1.554 -2.896 2.417  0.255
H 1.689 0.171 -2.042  -0.340
O 5.195 -0.198 1.885  -0.630
C 4.464 -0.723 4.049  -0.402
H -3.307 1.995 -3.650  0.142
N -0.827 -1.230 -1.751  -0.876
H 0.674 -1.748 -0.319  0.185